The following is a DFT calculation (wB97M-V/def2-TZVPD) of a 8-piece molecular cluster, C18H54N2O8 overall at a distorted geometry.

- E (eV) = -38899.51345
- SMILES string = COC[C@H](C)N.COC[C@H](C)N.CCO.CCO.CCO.CCO.CCO.O
- maximum force (eV/A) = 1.2
- orbital gap (eV) = 9.8
- lowest unoccupied orbital energy (eV) = 0.55
- relative energy (zero: lowest compared OMol25 entry of this formula, charge and spin) (eV) = 0.000
- spin multiplicity = 1

Last column: Mulliken charge in e.
CARTESIAN COORDINATES (ANGSTROEM)
C -4.46431 -15.94265 5.64265  -0.643
O -5.47720 -15.80483 6.63226  0.006
C -6.21745 -14.60012 6.53471  -0.912
C -5.45812 -13.43682 7.18424  0.816
C -5.44467 -13.57826 8.70323  -1.200
N -5.97226 -12.11187 6.76492  -0.754
H -3.79032 -16.71034 6.00526  0.023
H -3.96177 -14.99202 5.45137  0.377
H -4.94324 -16.25390 4.70677  0.272
H -6.49012 -14.38808 5.49430  0.323
H -7.11646 -14.79357 7.12358  0.281
H -4.38607 -13.49844 6.93868  0.148
H -4.92306 -14.46507 9.05848  -0.069
H -6.47372 -13.68334 9.06669  0.336
H -4.99371 -12.70368 9.17575  0.452
H -5.71835 -12.00404 5.78774  0.266
H -5.39571 -11.47059 7.30491  0.290
C 0.83688 -25.93998 6.11775  -0.767
O -0.54206 -25.66069 6.09099  -0.394
C -0.81420 -24.29821 6.36431  -0.421
C -2.32136 -24.07314 6.33305  0.465
C -2.96453 -23.89636 4.97313  -1.609
N -2.70217 -22.93720 7.19894  -0.453
H 1.29389 -25.68290 7.07597  0.310
H 1.39703 -25.45558 5.31115  0.279
H 0.93054 -27.00984 5.94302  0.312
H -0.51510 -24.04555 7.38970  0.314
H -0.23656 -23.73639 5.62223  0.249
H -2.78313 -24.98456 6.73453  0.345
H -4.03634 -23.68104 5.01347  0.343
H -2.85869 -24.80278 4.37637  0.419
H -2.55893 -23.02878 4.44208  0.303
H -3.71507 -22.84575 7.18341  0.094
H -2.38358 -23.09829 8.14699  0.255
C -1.78365 -17.56286 10.96872  -1.337
C -2.69525 -16.50605 10.36660  0.317
O -2.17123 -15.20034 10.66834  -0.583
H -1.87580 -17.59270 12.06002  0.413
H -0.72762 -17.38216 10.76640  0.382
H -1.97492 -18.59324 10.65657  0.264
H -3.69953 -16.60034 10.78879  0.146
H -2.68234 -16.51016 9.27707  0.081
H -2.17301 -15.09599 11.62644  0.318
C 2.03373 -21.52241 5.90733  -0.772
C 2.98598 -22.56379 6.49491  -0.041
O 4.30794 -22.31591 5.98738  -0.543
H 1.79452 -21.75236 4.86591  0.241
H 2.53507 -20.55650 5.93756  0.387
H 1.09123 -21.43404 6.45118  0.116
H 2.71509 -23.60432 6.31163  0.039
H 2.97912 -22.41168 7.57636  0.272
H 4.39002 -22.87539 5.20973  0.315
C -6.51533 -17.40085 9.39515  -0.600
C -6.24798 -18.26132 10.61254  -0.254
O -6.77026 -19.56704 10.41951  -0.514
H -7.60422 -17.33501 9.30646  0.453
H -6.08985 -17.81280 8.48417  0.016
H -6.14054 -16.38885 9.53130  0.090
H -6.65345 -17.82924 11.53333  0.366
H -5.15792 -18.27440 10.76202  0.080
H -6.64247 -20.04956 11.24055  0.295
C -5.87764 -20.92086 3.62963  -0.993
C -6.96161 -21.16099 4.66504  -0.228
O -6.59353 -20.61700 5.93590  -0.561
H -5.97354 -21.62518 2.80332  0.341
H -4.89238 -21.05364 4.07918  0.178
H -5.91138 -19.88222 3.29628  0.345
H -7.15210 -22.23076 4.79289  0.265
H -7.93247 -20.74848 4.37258  0.388
H -6.86923 -19.69814 5.98077  0.235
C -3.41284 -19.30946 6.97765  0.320
C -2.02944 -19.45285 7.56224  -0.324
O -1.32262 -20.48068 6.88825  -0.482
H -3.89300 -20.27915 6.85164  -0.022
H -3.35867 -18.88781 5.96918  0.136
H -4.06732 -18.64426 7.54898  -0.224
H -2.05476 -19.74972 8.62255  0.082
H -1.47122 -18.51385 7.55363  0.332
H -1.83760 -21.32170 6.91297  0.280
O -5.69785 -22.77970 7.56313  -0.698
H -5.95877 -22.08135 6.93157  0.312
H -6.30704 -23.50946 7.40784  0.313

Force components x, y, z for each atom (eV/Å):
C -0.87 0.17 0.04
O 0.25 0.02 -0.02
C 0.26 0.02 0.44
C 0.81 -0.12 0.25
C -0.91 0.09 0.16
N 0.24 -0.83 0.49
H 0.21 0.08 -0.16
H 0.26 -0.10 0.12
H 0.21 -0.13 -0.09
H -0.01 0.05 -0.01
H -0.18 0.18 -0.23
H -0.15 -0.26 -0.47
H 0.25 0.00 -0.31
H 0.03 0.25 0.07
H 0.02 -0.03 0.01
H -0.08 0.27 0.04
H -0.30 0.37 -0.33
C -0.10 -0.50 -0.23
O -0.08 -0.03 0.17
C -0.24 -0.29 -0.17
C -1.00 -0.13 0.31
C 0.10 0.44 -0.62
N 0.60 0.00 -0.63
H 0.00 0.05 0.10
H -0.13 0.32 -0.03
H 0.06 -0.07 0.17
H 0.46 0.06 -0.09
H -0.25 0.62 0.23
H 0.32 -0.18 0.13
H -0.02 -0.20 0.46
H 0.20 0.10 -0.09
H 0.29 -0.19 -0.05
H 0.05 -0.06 0.36
H -0.24 -0.05 0.08
C 0.21 -0.61 0.38
C 0.93 0.45 0.39
O -0.27 -0.04 0.14
H -0.10 0.22 -0.02
H -0.08 0.25 -0.24
H -0.29 0.17 -0.25
H -0.10 -0.05 -0.40
H -0.35 -0.36 0.04
H 0.04 0.03 -0.07
C -0.18 -0.49 -0.18
C -0.09 0.93 0.04
O -0.21 -0.50 0.21
H 0.04 0.08 -0.03
H 0.00 0.02 0.02
H 0.02 -0.07 0.04
H -0.25 0.05 -0.09
H 0.42 -0.14 0.01
H 0.22 0.15 -0.03
C -0.92 -0.15 0.49
C 0.90 0.26 0.07
O 0.02 0.14 -0.09
H 0.07 0.08 -0.38
H 0.02 -0.08 0.03
H 0.14 -0.01 0.05
H -0.23 0.21 -0.15
H -0.02 -0.37 0.04
H -0.02 -0.12 -0.07
C -0.02 0.15 0.25
C -0.20 0.01 0.00
O -0.09 -0.30 -0.12
H -0.03 0.24 -0.17
H -0.05 -0.20 0.08
H -0.03 -0.11 -0.29
H 0.26 0.04 0.21
H 0.13 0.07 -0.19
H 0.07 0.03 0.12
C -0.34 0.46 -0.43
C -0.03 -1.08 0.62
O 0.58 0.42 -0.45
H -0.06 -0.02 0.30
H 0.15 -0.04 0.00
H 0.05 -0.13 0.15
H -0.40 0.24 0.02
H 0.16 -0.13 -0.40
H -0.07 0.28 0.14
O -0.04 0.02 -0.39
H -0.10 0.02 0.45
H 0.05 0.09 0.04

***

The following is a DFT calculation (wB97M-V/def2-TZVPD) of a 10-piece molecular cluster, C18H54NO21 overall at a distorted geometry.

- E (eV) = -64019.50733
- maximum force (eV/A) = 7.1
- orbital gap (spin up / spin down) (eV) = 2.1 / 6.9
- charge = -2
- lowest unoccupied orbital energy (spin up / spin down) (eV) = 4.31 / 4.26
- spin multiplicity = 2

Last column: Löwdin spin population.
CARTESIAN COORDINATES (ANGSTROEM)
N 0.00657 0.41866 -0.61716  0.369
O -0.87891 1.02750 -0.02433  0.122
O 0.21147 0.90611 -1.71531  0.127
O 0.64352 -0.48614 -0.14965  0.128
C 1.84091 -2.29611 -2.61380  0.001
C 3.01169 -3.00914 -1.91097  0.000
O 3.08326 -4.33306 -2.26893  0.001
O 0.57878 -2.67086 -2.10960  0.007
H 1.86297 -2.25681 -3.70287  0.001
H 1.96622 -1.22398 -2.46235  0.001
H 2.88558 -3.01965 -0.82834  0.000
H 3.92682 -2.43832 -2.06851  0.000
H 2.22420 -4.72310 -2.09151  0.000
H 0.46937 -2.00766 -1.42419  0.004
C -2.93829 -1.77666 -1.17007  0.001
C -3.60782 -1.40394 0.17669  0.002
O -3.32624 -2.31967 1.20155  0.001
O -3.64299 -3.00248 -1.50541  0.001
H -1.90120 -2.09905 -1.07719  0.001
H -3.05082 -1.02460 -1.95099  0.000
H -4.69042 -1.28321 0.13787  0.000
H -3.26776 -0.43500 0.54223  0.001
H -3.92896 -3.06251 1.12083  0.000
H -3.06470 -3.62946 -1.94597  0.001
C 0.03266 2.82439 4.45711  0.004
C 0.51856 2.98349 2.99217  0.012
O 1.89638 3.53745 3.02908  0.016
O 0.22492 3.99000 5.23807  0.003
H 0.65624 2.01992 4.84708  0.000
H -1.00602 2.50552 4.54393  0.001
H -0.17664 3.64419 2.47421  0.003
H 0.39250 2.04829 2.44663  0.005
H 2.30936 3.56583 2.16292  0.011
H -0.41719 3.94664 5.95040  0.001
C 2.96374 3.30014 -4.97971  0.008
C 1.78935 2.54917 -4.31836  0.010
O 2.24843 1.63455 -3.34001  0.014
O 3.67376 4.07673 -4.00058  0.012
H 2.50274 3.91356 -5.75385  0.001
H 3.53538 2.56884 -5.55114  0.001
H 1.19922 2.11734 -5.12667  0.000
H 1.00309 3.16868 -3.88697  0.006
H 1.46154 1.43247 -2.82857  0.007
H 3.04738 4.60522 -3.50065  0.006
C -1.26614 -0.16138 -4.41927  0.001
C -2.14055 -0.53030 -5.58344  0.000
O -3.23138 -1.15879 -5.12162  0.001
O -1.74692 0.82652 -3.57323  0.007
H -0.40437 0.35284 -4.84473  0.000
H -1.00945 -1.08681 -3.90370  0.000
H -1.63114 -1.14427 -6.32617  0.000
H -2.46884 0.42949 -5.98237  0.000
H -3.60934 -0.56847 -4.46569  0.000
H -0.98283 1.01461 -3.02332  0.003
C 1.64179 -4.25247 3.11509  0.001
C 1.89086 -3.09402 2.16866  0.001
O 1.05563 -3.17344 1.00486  0.005
O 0.53977 -3.98518 3.94908  0.002
H 2.45897 -4.49083 3.79590  0.000
H 1.56850 -5.17612 2.54098  0.000
H 2.85592 -3.21424 1.67640  0.000
H 1.90449 -2.11888 2.65550  0.000
H 0.85629 -2.30572 0.64580  0.003
H -0.29569 -4.13346 3.50006  0.001
C -0.76606 -0.50501 2.94913  0.004
C -1.15058 -0.85551 4.40944  0.000
O -0.04639 -1.40662 5.11528  0.001
O -1.70744 0.49694 2.47746  0.003
H -0.79165 -1.42305 2.36208  0.000
H 0.26680 -0.25573 2.70588  0.002
H -1.86228 -1.67889 4.46977  0.000
H -1.62069 -0.01777 4.92451  0.000
H 0.08608 -2.30287 4.79781  0.000
H -1.44746 0.75035 1.58877  0.003
C 3.19342 0.55558 2.13894  0.009
C 3.81472 0.08089 0.90395  0.009
O 5.23736 0.26632 0.79226  0.004
O 3.45602 -0.19148 3.26714  0.002
H 2.12492 0.61897 1.93306  0.006
H 3.74115 1.46984 2.36740  0.002
H 3.27334 0.60673 0.11750  0.006
H 3.63460 -0.98770 0.78660  0.001
H 5.48594 0.55688 1.67281  0.000
H 3.04324 0.20890 4.03585  0.000
C -4.96696 2.98606 0.14960  0.001
C -3.60454 2.68924 0.86638  0.002
O -2.49518 3.30317 0.20974  0.018
O -4.96035 2.23933 -1.10203  0.001
H -5.23898 4.00733 -0.11706  0.000
H -5.81289 2.64757 0.74786  0.000
H -3.34330 1.63371 0.94190  0.000
H -3.60047 2.89326 1.93712  0.000
H -1.81338 2.63864 0.08675  0.007
H -4.38319 2.66258 -1.74183  0.000

Force components x, y, z for each atom (eV/Å):
N -2.46 1.58 -1.22
O -4.09 2.00 4.79
O 2.63 1.48 -6.47
O 3.66 -5.04 2.69
C 0.87 1.51 0.46
C -1.26 1.55 0.34
O 0.92 -2.05 -1.06
O 0.17 -0.65 -0.65
H 0.09 -1.19 -0.27
H 0.07 0.30 0.61
H -0.45 0.73 0.23
H 0.30 -0.47 -0.55
H -0.17 0.09 0.08
H -0.57 0.51 0.82
C -1.01 -1.31 0.95
C 0.70 1.20 -0.29
O 0.27 -0.65 0.64
O -0.54 -0.17 -0.47
H 0.19 0.78 0.42
H -0.03 0.12 0.14
H -0.20 -0.14 -0.82
H 0.42 -0.06 -0.21
H 0.12 -0.06 -0.25
H 0.20 0.28 -0.05
C 1.06 -0.75 -0.84
C -0.03 1.22 0.60
O -1.49 -0.73 0.61
O -0.02 0.54 0.04
H 0.04 -0.24 0.40
H -0.03 -0.12 -0.64
H 0.26 0.50 -0.10
H 0.52 -0.23 0.21
H -0.46 -0.26 -0.34
H 0.07 0.08 0.00
C -1.99 0.10 1.27
C 0.45 -0.22 0.00
O 0.33 0.69 -1.67
O 0.72 -0.50 -1.23
H 0.02 0.55 -0.12
H 0.85 0.15 0.74
H 0.18 -0.85 -0.50
H 0.35 0.91 0.38
H -0.44 -0.72 1.35
H -0.28 -0.23 -0.03
C 2.03 0.06 -1.15
C 1.25 2.26 0.27
O -3.00 -2.05 0.65
O -2.23 -0.03 -0.42
H 0.92 -0.88 -0.41
H 0.32 -0.05 0.29
H 0.10 0.06 0.08
H 0.28 0.33 -0.92
H -0.25 -0.13 0.31
H 0.45 0.26 1.60
C 0.29 0.32 -0.44
C 1.01 -0.24 -1.63
O -0.79 -0.82 1.05
O -0.78 -0.40 0.76
H 0.32 0.68 -0.01
H -0.62 -0.08 -0.25
H 0.84 -0.07 0.80
H -0.35 -0.06 0.16
H -0.16 0.80 -0.01
H 0.05 0.01 -0.43
C -1.46 0.15 -0.41
C 0.62 -0.85 -0.76
O 0.51 0.98 0.78
O 0.39 -1.12 1.88
H -0.80 -0.28 -0.26
H 0.30 0.84 0.98
H -0.78 0.29 -0.73
H 0.53 0.22 0.12
H 0.24 -0.23 -0.20
H 0.69 -0.03 -1.37
C 0.29 1.52 0.21
C 0.24 -1.35 -1.23
O -0.44 0.30 0.44
O 0.49 -2.21 1.43
H -0.08 0.51 0.08
H -0.89 1.22 -0.47
H 0.32 -0.05 -0.36
H -0.24 -0.14 -0.20
H 0.44 0.01 0.04
H -0.15 0.09 -0.10
C 1.38 -1.27 -0.87
C 0.41 0.24 -0.14
O -1.36 0.95 0.30
O -0.92 0.02 0.65
H 0.77 0.46 0.42
H 0.10 -0.50 -0.01
H -0.90 -0.39 -0.70
H -0.34 0.98 0.24
H 0.67 -0.71 -0.36
H 0.36 0.14 0.29